59
Properties=species:S:1:pos:R:3:forces:R:3 method="wB97M-V/def2-TZVPD" lumo_ev=-4.222 total_charge=+1 de_lowest_ev=0.0000 homo_lumo_gap_ev=6.533
C -2.832 -1.026 -0.166 0.5 -1.2 -0.1
C -2.513 -1.144 -1.538 -0.2 -0.2 0.0
C -1.613 -2.208 -1.720 -0.1 -0.3 0.8
H -2.948 -0.551 -2.344 0.3 -0.1 0.3
C -1.284 -2.760 -0.437 -1.2 0.0 -0.8
C -2.092 -2.037 0.552 -1.0 -0.3 -1.0
H -2.327 -2.421 1.548 0.2 0.3 -0.3
H -3.621 -0.402 0.258 0.5 0.0 -0.1
H -1.279 -2.604 -2.675 0.2 0.3 0.3
H -0.818 -3.733 -0.271 -0.1 0.4 0.0
Al -0.292 -1.062 0.413 -0.5 1.2 -1.0
C 3.226 2.189 -2.042 0.4 0.3 -0.1
H 3.338 1.101 -1.989 -0.2 0.5 -0.1
H 3.366 2.500 -3.079 0.2 0.1 0.2
H 2.241 2.550 -1.723 0.3 -0.3 -0.2
Si 0.804 0.718 -0.890 -0.3 -1.2 0.6
C 0.017 2.327 -0.387 -0.1 0.4 0.3
C -1.362 2.486 -0.630 0.2 0.4 0.2
H -1.940 1.656 -1.052 0.2 0.3 0.1
C -1.988 3.705 -0.357 0.1 -0.1 0.0
H -3.060 3.804 -0.541 0.3 0.1 0.0
C -1.239 4.784 0.130 0.1 -0.2 0.0
H -1.727 5.745 0.306 0.2 -0.3 0.0
C 0.128 4.629 0.385 0.0 0.0 0.1
H 0.718 5.472 0.756 -0.3 -0.3 -0.1
C 0.753 3.397 0.162 -0.5 0.0 -0.2
H 1.818 3.265 0.376 -0.4 0.1 -0.1
C 0.619 0.444 -2.716 0.2 -0.1 -0.5
C 0.125 1.460 -3.551 0.0 -0.4 -0.1
H -0.090 2.450 -3.139 0.0 -0.3 -0.1
C -0.084 1.214 -4.912 0.1 -0.1 0.1
H -0.497 2.006 -5.541 0.2 -0.3 0.1
C 0.235 -0.034 -5.460 0.0 0.1 0.3
H 0.082 -0.219 -6.527 0.0 0.0 0.4
C 0.759 -1.039 -4.638 0.1 0.0 0.0
H 1.011 -2.016 -5.060 -0.1 0.4 0.1
C 0.958 -0.804 -3.276 -0.3 0.5 -0.2
H 1.368 -1.591 -2.635 -0.2 0.2 -0.2
H 2.187 0.593 -0.373 -0.1 0.1 0.1
H 3.961 2.647 -1.362 -0.1 -0.1 -0.4
N -0.908 0.090 2.008 0.3 0.4 0.5
C -0.462 -0.615 3.204 -0.6 1.1 0.7
C -0.810 -0.196 4.473 0.5 -0.6 -0.5
C -0.339 -0.930 5.585 0.3 -0.6 0.1
C 0.418 -2.080 5.414 -0.1 0.2 0.1
C 0.776 -2.541 4.114 -0.6 0.8 0.0
C 1.492 -3.724 3.837 0.1 0.0 -0.3
C 1.736 -4.089 2.526 0.2 -0.4 0.2
C 1.260 -3.306 1.472 -0.7 1.6 0.7
N 0.593 -2.152 1.717 1.0 -1.2 0.7
C 0.331 -1.756 3.015 0.5 -1.2 -0.5
H -1.920 0.245 2.011 0.2 -0.4 0.0
H -0.538 1.044 1.953 0.3 -0.2 0.1
H -1.436 0.683 4.596 0.1 -0.1 0.1
H -0.582 -0.582 6.588 0.0 -0.2 -0.2
H 0.754 -2.671 6.269 -0.1 0.3 -0.2
H 1.837 -4.335 4.671 0.0 0.1 -0.3
H 2.286 -4.992 2.267 -0.2 0.2 0.3
H 1.402 -3.585 0.424 0.0 0.2 0.4


10
Properties=species:S:1:pos:R:3:forces:R:3 method="wB97M-V/def2-TZVPD" spin_multiplicity=4 lumo_ev="-15.913 / -14.732" s2=3.760 total_charge=+3 de_lowest_ev=0.9532 homo_lumo_gap_ev="6.156 / 7.388"
C -1.001 -1.289 0.829 -0.4 1.9 -1.4
C -0.020 -2.018 1.025 -1.3 0.5 0.5
H 0.682 -2.752 1.397 0.0 0.1 -0.3
Nd -2.497 0.328 -0.680 2.0 -2.2 1.0
O 1.027 1.653 0.741 -0.3 1.0 -2.0
C 0.734 1.428 -0.358 0.8 -3.4 3.3
C 0.209 0.722 -1.380 -1.5 3.9 -1.7
Li 0.158 0.492 2.361 0.3 -0.5 0.5
H 0.194 1.652 -2.086 -0.3 -1.5 -0.3
H 0.514 -0.217 -1.849 0.7 0.1 0.5


101
Properties=species:S:1:pos:R:3:forces:R:3 method="wB97M-V/def2-TZVPD" lumo_ev=-0.327 de_lowest_ev=0.3653 homo_lumo_gap_ev=6.735
Pb 0.429 0.663 0.292 0.2 0.1 0.0
C 5.403 3.620 3.569 0.0 0.0 0.0
C 5.353 2.908 2.221 0.0 0.1 0.0
N 4.187 3.256 1.428 0.0 0.1 0.0
C 2.963 2.697 1.591 -0.2 0.1 0.3
S 1.688 3.308 0.593 0.2 -0.2 0.1
N 2.893 1.799 2.567 0.2 0.0 -0.1
N 1.821 0.984 2.562 -0.3 0.0 0.0
C 1.541 0.355 3.650 0.1 0.0 0.0
C 2.263 0.603 4.942 0.0 0.0 0.0
C 0.548 -0.746 3.577 -0.1 0.0 0.0
C 0.355 -1.600 4.665 0.0 0.0 0.0
C -0.492 -2.687 4.538 0.0 0.0 0.0
C -1.130 -2.918 3.331 0.0 0.0 0.0
C -0.907 -2.012 2.305 0.0 0.1 0.0
N -0.116 -0.952 2.430 0.1 0.0 0.1
H 6.298 3.331 4.125 0.0 0.0 0.0
H 5.418 4.703 3.433 0.0 0.0 0.0
H 4.524 3.355 4.155 0.0 0.0 0.0
H 6.236 3.152 1.628 0.0 0.0 0.0
H 5.338 1.830 2.374 0.0 0.0 0.0
H 4.206 4.089 0.866 0.0 -0.1 -0.1
H 2.887 1.485 4.835 0.0 0.0 0.0
H 1.558 0.759 5.761 0.0 0.0 0.0
H 2.905 -0.243 5.205 0.0 0.0 0.0
H 0.878 -1.423 5.594 0.0 0.0 0.0
H -0.643 -3.355 5.377 0.0 0.0 0.0
H -1.779 -3.770 3.183 0.0 0.0 0.0
H -1.386 -2.133 1.336 0.0 0.0 0.0
C -2.606 3.372 3.144 0.0 0.0 0.0
C -3.101 4.389 2.348 0.0 0.0 0.0
C -2.844 4.370 0.988 0.0 0.1 0.0
C -2.096 3.326 0.452 0.1 0.0 0.0
N -1.641 2.339 1.225 -0.1 0.1 -0.2
C -1.884 2.364 2.529 0.0 0.0 0.0
C -1.739 3.294 -1.007 0.0 0.0 0.0
C -2.360 4.150 -1.912 -0.1 0.0 0.0
C -1.947 4.141 -3.230 0.0 0.0 0.0
C -0.936 3.284 -3.619 0.0 0.0 0.0
C -0.386 2.423 -2.674 0.0 0.0 0.0
N -0.793 2.438 -1.404 0.0 0.0 0.0
C 0.720 1.492 -3.075 0.1 0.0 0.0
C 0.865 1.112 -4.404 0.0 0.0 0.0
C 1.959 0.347 -4.774 0.0 0.0 0.0
C 2.885 -0.007 -3.811 0.0 0.0 0.0
C 2.637 0.367 -2.499 0.0 -0.1 0.1
N 1.574 1.075 -2.134 -0.2 0.2 -0.1
H -2.769 3.358 4.213 0.0 0.0 0.0
H -3.676 5.198 2.778 0.0 0.0 0.0
H -3.213 5.173 0.369 0.0 0.0 0.0
H -1.477 1.536 3.103 0.0 0.0 0.0
H -3.150 4.816 -1.601 0.0 0.0 0.0
H -2.401 4.811 -3.949 0.0 0.0 0.0
H -0.572 3.297 -4.636 0.0 0.0 0.0
H 0.123 1.385 -5.141 0.0 0.0 0.0
H 2.080 0.035 -5.803 0.0 0.0 0.0
H 3.768 -0.582 -4.055 0.0 0.0 0.0
H 3.303 0.059 -1.701 0.0 0.0 0.0
N 2.115 -8.777 -4.772 0.0 0.0 0.0
C 1.924 -7.773 -4.246 0.0 0.1 0.0
C 1.684 -6.516 -3.584 0.0 -0.1 0.0
C 1.965 -5.318 -4.235 0.0 0.0 0.0
C 1.733 -4.116 -3.590 0.0 0.0 0.0
C 1.224 -4.095 -2.296 0.0 0.0 0.0
C 0.946 -5.296 -1.651 0.0 0.0 0.0
C 1.171 -6.503 -2.289 0.0 0.0 0.0
C 0.978 -2.792 -1.598 0.0 0.1 0.0
C 1.977 -2.440 -0.676 0.1 0.0 -0.1
C 3.146 -3.229 -0.426 0.0 0.1 0.0
C 3.907 -2.543 0.488 0.0 0.0 0.0
C 3.190 -1.354 0.769 0.0 0.1 0.0
N 2.056 -1.278 0.090 -0.1 -0.2 -0.2
C -0.200 -2.142 -1.997 0.0 -0.1 0.0
C -1.084 -2.621 -3.018 0.0 0.0 0.0
C -2.089 -1.696 -3.140 0.0 0.0 0.0
C -1.800 -0.692 -2.182 0.0 0.0 0.1
N -0.697 -0.942 -1.498 0.2 -0.2 -0.1
H 2.364 -5.336 -5.240 0.0 0.0 0.0
H 1.946 -3.178 -4.088 0.0 0.0 0.0
H 0.551 -5.276 -0.644 0.0 0.0 0.0
H 0.954 -7.439 -1.790 0.0 0.0 0.0
H 3.376 -4.182 -0.876 0.0 0.0 0.0
H 4.856 -2.832 0.910 0.0 0.0 0.0
H 3.489 -0.555 1.437 0.0 0.0 0.0
H -0.971 -3.537 -3.577 0.0 0.0 0.0
H -2.940 -1.723 -3.804 0.0 0.0 0.0
H -2.385 0.199 -1.987 0.0 0.0 0.0
N -3.408 -0.207 0.910 -0.2 -0.3 -0.2
C -4.665 0.320 0.693 0.0 0.1 0.1
C -4.884 1.225 -0.351 0.0 0.0 0.0
C -6.153 1.724 -0.594 0.0 0.0 0.0
C -7.231 1.345 0.196 0.0 0.0 0.0
C -7.014 0.456 1.241 0.0 0.0 0.0
C -5.751 -0.053 1.491 0.0 0.0 0.0
H -3.203 -0.594 1.815 0.0 0.1 0.0
H -2.639 0.251 0.453 0.1 0.0 0.1
H -4.047 1.534 -0.969 0.0 0.0 0.0
H -6.303 2.422 -1.410 0.0 0.0 0.0
H -8.221 1.734 0.000 0.0 0.0 0.0
H -7.842 0.152 1.870 0.0 0.0 0.0
H -5.592 -0.747 2.309 0.0 0.0 0.0


53
Properties=species:S:1:pos:R:3:forces:R:3 method="wB97M-V/def2-TZVPD" spin_multiplicity=5 lumo_ev="-10.799 / -14.999" s2=6.028 total_charge=+3 de_lowest_ev=0.0000 homo_lumo_gap_ev="7.179 / 2.970"
Pd 0.118 0.609 0.695 -0.2 -0.7 -0.4
P -2.062 0.194 -0.013 -1.7 0.1 -0.6
C -2.212 0.955 -1.724 1.9 -0.7 0.5
C -0.854 1.138 -2.335 0.2 0.7 1.7
N 0.244 1.079 -1.546 -0.5 -0.2 0.2
C 1.474 1.399 -1.990 0.1 -0.6 1.5
C 1.660 2.057 -3.213 -0.4 0.5 -1.7
C 0.523 2.234 -4.014 0.5 0.4 -0.3
C -0.712 1.710 -3.609 0.4 0.8 -1.9
C 2.651 1.018 -1.129 -1.2 0.1 -0.1
P 2.128 -0.338 -0.004 1.8 -1.5 -0.5
H -1.616 1.827 -4.213 0.4 0.0 -0.1
H 2.689 2.363 -3.484 -0.9 0.0 -0.1
H 0.618 2.818 -4.937 -0.2 -0.4 0.2
H 3.481 0.685 -1.754 0.2 0.3 0.0
H 2.968 1.845 -0.475 0.0 0.2 -0.3
H -3.014 0.590 -2.335 -0.1 -0.8 -0.8
H -2.621 1.934 -1.486 0.4 0.6 -0.2
H -1.481 -3.184 -3.997 0.0 -0.7 -1.0
O -1.616 -3.441 -4.941 0.0 1.0 1.5
H -2.433 -2.963 -5.133 -0.1 -0.3 -0.4
H 0.055 -3.999 1.016 0.1 -0.8 -0.4
O -0.180 -4.515 0.224 0.1 0.8 0.1
H 0.604 -4.990 -0.089 -0.2 0.0 0.4
C 2.470 -1.828 -0.995 -0.6 0.0 -0.2
H 3.464 -1.763 -1.470 -0.3 0.1 0.3
H 2.438 -2.699 -0.325 -0.1 0.2 -0.3
H 1.706 -1.928 -1.775 0.2 -0.3 0.1
C 3.447 -0.444 1.219 -0.2 0.3 0.5
H 3.207 -1.300 1.863 0.2 0.2 0.0
H 4.425 -0.605 0.739 -0.3 0.0 0.0
H 3.466 0.473 1.816 0.2 -0.2 0.1
C -3.133 1.509 0.617 0.1 0.1 0.7
H -4.039 1.458 0.009 -0.2 0.0 0.2
H -3.380 1.431 1.664 -0.1 0.0 0.3
H -2.644 2.465 0.414 -0.1 0.0 0.3
C -3.021 -1.337 0.099 0.4 -0.2 -0.2
H -3.227 -1.562 1.154 0.1 0.1 -0.2
H -3.965 -1.196 -0.435 0.0 0.0 0.1
H -2.466 -2.171 -0.345 -0.1 0.1 0.1
C -1.269 0.223 3.700 0.0 0.1 0.3
C 0.063 0.966 3.764 0.2 -0.1 -1.8
C 1.203 -0.020 3.975 0.0 0.0 0.4
C 0.297 1.728 2.435 -0.1 1.7 2.7
H -1.223 -0.538 2.909 -0.1 -0.1 0.0
H -2.124 0.881 3.515 0.1 -0.1 0.2
H -1.418 -0.307 4.640 -0.3 0.0 -0.1
H 0.045 1.737 4.557 0.0 -0.1 -0.3
H 1.121 -0.839 3.255 0.0 -0.1 -0.1
H 2.188 0.441 3.874 -0.1 0.0 0.2
H 1.117 -0.464 4.963 0.2 -0.1 0.1
H -0.466 2.504 2.262 0.1 -0.1 -0.2
H 1.307 2.159 2.386 -0.1 -0.1 -0.3